Below is a cluster of 4 separate species, C4H7BrO in total in a non-equilibrium geometry, with properties calculated with wB97M-V/def2-TZVPD.

For the HOMO energy, the calculation gives -9.72 eV. As for the spin multiplicity: 1. Its lowest unoccupied orbital energy is 0.0186 hartree. The energy above the lowest of the compared OMol25 structures with the same formula, charge and spin comes out at 108.1 kcal/mol. The value obtained for the molecular weight is 151.00 g/mol.

Geometry as XYZ:
```
13
C4H7BrO | the OMol25 dataset | wB97M-V/def2-TZVPD
Br -0.86 -1.69 -2.25
O 2.48 -0.33 -0.25
C 0.60 1.08 -0.38
C -0.02 -2.31 -0.74
C 0.16 -2.62 0.44
C 2.12 0.84 -0.19
H 0.12 0.51 0.37
H -4.08 1.17 2.03
H -4.45 1.78 1.46
H 0.37 0.51 -1.27
H 0.72 -2.71 1.38
H 0.17 2.06 -0.54
H 2.67 1.71 -0.07
```

Here are the natural (NBO) charges for atoms 1 to 6, given in e:
1 Br 0.181
2 O -0.520
3 C -0.745
4 C -0.192
5 C -0.240
6 C 0.447